No. 1
This record from OMol25 describes a molecular structure, C4H16F3N8O4Y in a non-equilibrium geometry. The level of theory is ωB97M-V with the def2-TZVPD basis set.

The geometry in XYZ format:
```
36
Properties=species:S:1:pos:R:3:nbo_charge:R:1
Y 0.2401 -0.3401 1.8772 2.437
F 0.8438 2.9986 0.4950 -0.839
F -1.5612 -3.2186 2.4523 -0.826
F 1.1366 -0.0065 5.2952 -0.784
C 1.8896 -3.0345 -2.5682 0.769
O 1.5498 -2.1620 -1.8437 -0.680
N 2.1285 -4.2820 -2.1116 -0.839
N 2.0716 -3.0267 -3.8563 -0.813
H 2.2239 -4.4741 -1.1246 0.407
H 2.5295 -4.9373 -2.7673 0.366
H 2.6863 -3.8034 -4.0539 0.383
H 2.1240 -2.0855 -4.2187 0.412
C -3.8471 3.2405 3.1999 0.758
O -2.9616 2.4101 3.2445 -0.695
N -3.6124 4.4414 2.6614 -0.838
N -4.9665 3.0753 3.8981 -0.831
H -2.6487 4.6324 2.4270 0.434
H -4.4045 5.0627 2.7431 0.383
H -5.2980 2.1505 4.1326 0.415
H -5.6015 3.8465 4.0467 0.379
C 5.8862 -0.7833 0.7869 0.751
O 4.6640 -0.6179 1.1632 -0.751
N 6.6957 -1.7532 1.1160 -0.840
N 6.3697 -0.0162 -0.0823 -0.795
H 7.6995 -1.6636 1.1830 0.407
H 6.1744 -2.5162 1.5237 0.410
H 5.7146 0.7276 -0.2761 0.424
H 7.1794 -0.2951 -0.6178 0.397
C -4.1538 0.6743 -2.0027 0.743
O -3.5199 0.2259 -1.0803 -0.703
N -4.6436 1.8456 -1.8512 -0.805
N -4.4277 -0.0720 -3.0570 -0.836
H -4.3895 2.4346 -1.0711 0.424
H -4.6500 2.1716 -2.8072 0.371
H -4.0001 -0.9863 -3.0948 0.415
H -5.1214 0.1368 -3.7608 0.391
```

Properties
DFT total energy: -33705.9270 eV
Lowest unoccupied orbital energy: -0.147 Eh
Highest occupied orbital energy: -9.429 eV
Relative energy (zero: lowest compared OMol25 entry of this formula, charge and spin): 18.608 eV
Largest force on an atom: 0.1229 Eh/bohr
HOMO-LUMO gap: 5.43 eV

No. 2
This record from OMol25 describes a single C4H6O2 molecule. The level of theory is ωB97M-V with the def2-TZVPD basis set.

The geometry in XYZ format:
```
12
Properties=species:S:1:pos:R:3:nbo_charge:R:1
O 1.4930 -0.4203 -1.1086 -0.694
C 0.3095 -0.7282 -0.4386 0.076
C 0.1936 -0.5647 1.1002 -0.593
C -1.0748 0.2753 0.9824 0.107
O -0.2289 1.5577 -0.3539 -0.671
C -0.8491 0.2718 -0.5273 -0.078
H 1.6506 0.5245 -0.9689 0.478
H 0.0099 -1.7306 -0.7581 0.186
H -0.0480 -1.4913 1.6392 0.253
H 1.0215 -0.0839 1.6319 0.249
H -0.8684 2.1248 0.1157 0.504
H -1.6090 0.2649 -1.3140 0.183
```

Properties
DFT total energy: -8335.2987 eV
Lowest unoccupied orbital energy: 0.002 Eh
Highest occupied orbital energy: -8.929 eV
Relative energy (zero: lowest compared OMol25 entry of this formula, charge and spin): 5.162 eV
Largest force on an atom: 0.0069 Eh/bohr
HOMO-LUMO gap: 8.97 eV

No. 3
This record from OMol25 describes a molecular structure, C2H3I3O in a non-equilibrium geometry. The level of theory is ωB97M-V with the def2-TZVPD basis set.

The geometry in XYZ format:
```
9
Properties=species:S:1:pos:R:3:nbo_charge:R:1
C -0.5854 0.9627 -1.3257 -0.442
C -1.0211 0.1854 -0.3591 -0.405
O 1.3396 -1.2431 1.3316 -0.938
I 0.0446 2.9477 -1.1393 0.163
I -1.6077 0.7980 1.5350 0.230
I -1.7960 -1.6601 -0.9907 0.204
H 1.5849 -1.1897 2.2868 0.471
H -0.2512 0.4849 -2.2718 0.247
H 2.2923 -1.2859 0.9332 0.470
```

Properties
DFT total energy: -28470.6473 eV
Lowest unoccupied orbital energy: 0.000 Eh
Highest occupied orbital energy: -8.820 eV
Relative energy (zero: lowest compared OMol25 entry of this formula, charge and spin): 0.624 eV
Largest force on an atom: 0.0645 Eh/bohr
HOMO-LUMO gap: 8.81 eV

No. 4
This record from OMol25 describes a molecular structure, C23H17F3NO7S3 in a non-equilibrium geometry. The level of theory is ωB97M-V with the def2-TZVPD basis set.

The geometry in XYZ format:
```
54
Properties=species:S:1:pos:R:3:nbo_charge:R:1
C 2.4532 -1.9768 1.2936 -0.267
O 1.1858 -1.2030 1.0982 -0.559
C 1.0954 0.1041 1.4578 -0.315
S 2.3933 1.1964 0.4616 2.025
C 4.1526 0.7326 0.3983 -0.209
C 5.0509 1.5345 1.1023 -0.218
C 6.4034 1.5152 0.7389 -0.212
C 6.8507 0.7046 -0.3113 -0.207
C 5.9410 -0.1318 -0.9715 -0.228
C 4.5829 -0.1021 -0.6424 -0.207
O 2.0609 0.8893 -0.9183 -0.944
O 2.2913 2.5526 0.9638 -0.903
S 1.3517 0.2936 3.3121 2.100
C -0.3232 0.4796 3.9217 -0.322
C -0.6586 1.6895 4.5172 -0.191
C -2.0118 2.0038 4.6275 -0.226
C -2.9656 1.1122 4.1230 -0.086
C -2.6055 -0.1273 3.6100 -0.227
C -1.2674 -0.4664 3.5143 -0.191
O 1.7975 -0.9921 3.8453 -0.946
O 2.0944 1.5073 3.5741 -0.923
H 2.7189 -2.2781 0.2689 0.184
H 3.3065 -1.4838 1.7837 0.205
H 2.1340 -2.8524 1.8696 0.204
H 4.6606 2.1769 1.8974 0.255
H 7.1060 2.1480 1.2821 0.211
H 7.8961 0.7435 -0.6376 0.210
H 6.2942 -0.7953 -1.7655 0.211
H 3.8555 -0.7011 -1.1995 0.246
H 0.1452 2.3996 4.7447 0.244
H -2.3063 2.9612 5.0401 0.214
H -4.0101 1.4196 4.1046 0.212
H -3.3507 -0.8177 3.2035 0.213
H -0.9236 -1.3849 3.0280 0.233
F -1.3084 -0.9630 -0.5176 -0.334
C -1.5047 0.3673 -0.4419 0.913
F -1.2937 0.9315 -1.6619 -0.314
F -2.8064 0.6120 -0.0606 -0.322
S -0.3400 1.0490 0.9012 0.304
N -1.4227 2.8963 0.4734 -0.718
C -2.5998 3.3294 1.0461 0.657
O -3.3196 2.7425 1.8616 -0.649
C -2.8719 4.6885 0.4356 -0.053
C -1.8812 4.9143 -0.4959 -0.138
C -1.7154 6.1079 -1.1868 -0.181
C -2.6230 7.1409 -0.9304 -0.228
C -3.6422 6.9430 0.0189 -0.227
C -3.7861 5.7140 0.7073 -0.219
C -0.9063 3.7796 -0.4806 0.660
O 0.1121 3.7106 -1.1466 -0.582
H -0.8925 6.1994 -1.9021 0.226
H -2.5330 8.1009 -1.4530 0.202
H -4.3288 7.7671 0.2307 0.200
H -4.5788 5.5497 1.4339 0.216
```

Properties
DFT total energy: -80605.3711 eV
Net charge: -1
Lowest unoccupied orbital energy: 0.096 Eh
Highest occupied orbital energy: -4.695 eV
Relative energy (zero: lowest compared OMol25 entry of this formula, charge and spin): 1.111 eV
Largest force on an atom: 0.0544 Eh/bohr
HOMO-LUMO gap: 7.30 eV

No. 5
This record from OMol25 describes 2 unconnected molecules or ions with the total composition C3H7N3O in a non-equilibrium geometry. The level of theory is ωB97M-V with the def2-TZVPD basis set.

The geometry in XYZ format:
```
14
Properties=species:S:1:pos:R:3:nbo_charge:R:1
C 0.6496 0.5894 1.1035 -0.662
C -0.1349 -0.5442 0.2743 0.378
C -1.3466 0.8574 -0.7639 0.334
N -1.0294 -1.2522 1.0749 -0.823
O 1.2328 -0.3562 -1.5337 -0.611
N 0.3909 -1.1813 -0.7196 -0.250
N -0.9283 1.7366 -1.4199 -0.723
H 1.3967 -0.9217 -2.2943 0.476
H -1.3919 -2.0776 0.6401 0.385
H -0.7490 -1.3797 2.0355 0.377
H -0.5844 2.0747 -2.2984 0.442
H 1.0589 0.0820 1.9778 0.213
H 1.4497 0.9863 0.4873 0.237
H -0.0140 1.3864 1.4364 0.225
```

Properties
DFT total energy: -9738.3882 eV
Lowest unoccupied orbital energy: 0.037 Eh
Highest occupied orbital energy: -8.288 eV
Relative energy (zero: lowest compared OMol25 entry of this formula, charge and spin): 4.645 eV
Largest force on an atom: 0.0755 Eh/bohr
HOMO-LUMO gap: 9.30 eV

No. 6
This record from OMol25 describes 2 unconnected molecules or ions with the total composition C5H11N3O in a non-equilibrium geometry. The level of theory is ωB97M-V with the def2-TZVPD basis set.

The geometry in XYZ format:
```
20
Properties=species:S:1:pos:R:3:nbo_charge:R:1
C -0.0792 -1.5650 0.6543 0.015
C -0.6513 -1.6457 2.0703 -0.627
O 1.3338 -1.3854 0.6528 -0.721
C -0.7270 -0.4457 -0.1253 0.350
N -1.6590 -0.5366 -0.8961 -0.627
H 1.7227 -2.0822 1.1924 0.473
H -0.3350 -2.4825 0.1099 0.186
H -0.4069 -0.7483 2.6376 0.211
H -0.2322 -2.5080 2.5930 0.205
H -1.7333 -1.7628 2.0309 0.229
C 0.1005 1.1589 0.3215 -0.800
C -0.0204 1.6973 -2.0825 0.526
N 1.2144 2.1998 -2.1310 -0.849
N -1.0558 1.3671 -2.5444 -0.468
H 1.8897 1.8156 -1.4882 0.418
H 1.5743 2.4057 -3.0516 0.415
H -1.6257 0.2989 -1.7796 0.401
H 1.1760 1.0255 0.3752 0.213
H -0.2458 1.0208 1.3447 0.224
H -0.2398 2.1724 0.1162 0.226
```

Properties
DFT total energy: -11877.5021 eV
SMILES: [H]/N=C(\C)[C@H](C)O.N#CN
Lowest unoccupied orbital energy: 0.021 Eh
Highest occupied orbital energy: -8.282 eV
Relative energy (zero: lowest compared OMol25 entry of this formula, charge and spin): 4.269 eV
Largest force on an atom: 0.0721 Eh/bohr
HOMO-LUMO gap: 8.85 eV